# 1
Formula: C13H24HgN6OTa
Source: OMol25
Level of theory: ωB97M-V with the def2-TZVPD basis set

```
46
Properties=species:S:1:pos:R:3:mulliken_charge:R:1
N -1.843 0.371 0.843 -0.004
C -2.828 1.918 2.177 0.346
O -3.718 2.310 2.787 -0.171
Hg -4.122 -0.043 1.014 0.865
Ta -0.163 0.042 0.193 0.226
N 0.115 1.182 -1.439 0.582
N 0.203 -1.946 -0.031 0.318
C -0.554 2.475 -1.725 1.188
C 0.251 -2.968 1.034 1.388
C -2.051 2.248 -1.892 -1.273
C -0.079 3.127 -3.033 -1.926
C -0.286 3.460 -0.589 -1.386
C -0.178 -4.352 0.534 -1.947
C 1.680 -3.059 1.584 -1.271
C -0.707 -2.592 2.167 -1.591
H -2.231 1.535 -2.708 0.376
H -2.546 3.202 -2.125 0.497
H -2.481 1.833 -0.979 0.171
H 0.989 3.389 -3.027 0.494
H -0.642 4.065 -3.162 0.452
H -0.291 2.497 -3.910 0.433
H -0.729 3.116 0.349 0.217
H -0.724 4.438 -0.836 0.447
H 0.795 3.586 -0.441 0.351
H -1.129 -4.289 -0.008 0.468
H -0.319 -5.024 1.393 0.448
H 0.581 -4.813 -0.105 0.481
H 2.379 -3.362 0.793 0.380
H 1.720 -3.809 2.387 0.421
H 1.999 -2.089 1.989 0.231
H -0.477 -1.620 2.623 0.399
H -0.638 -3.362 2.948 0.488
H -1.745 -2.548 1.813 0.261
C 0.597 -2.414 -1.364 -1.003
H 0.130 -1.797 -2.149 0.366
H 1.693 -2.392 -1.524 0.391
H 0.274 -3.454 -1.534 0.355
C 1.096 0.733 -2.434 -1.002
H 1.751 1.554 -2.775 0.289
H 1.768 -0.029 -2.012 0.368
H 0.612 0.295 -3.330 0.391
N 1.121 0.663 1.628 -0.965
C 1.804 1.106 2.499 0.795
N 2.545 1.261 3.484 -0.397
C 2.968 2.341 4.122 0.389
N 3.408 3.213 4.772 -0.336
```

Results
Multiplicity: 2
LUMO (alpha / beta) (eV): -11.8 / -11.4
Total charge: +2
⟨S²⟩: 0.790
Kohn-Sham gap (alpha / beta) (eV): 3.48 / 3.53



# 2
Formula: C3H8N2O2
Source: OMol25
Level of theory: ωB97M-V with the def2-TZVPD basis set

```
15
Properties=species:S:1:pos:R:3:mulliken_charge:R:1
C -0.233 -0.144 0.379 -0.524
N -0.359 0.945 -0.562 -0.147
C 0.163 2.191 -0.504 0.556
O 0.685 2.472 0.738 -0.478
O 0.175 2.993 -1.408 -0.601
C -0.318 -1.471 -0.349 -0.420
N -0.034 -2.612 0.581 -0.635
H -1.013 -0.086 1.144 0.236
H 0.720 -0.103 0.911 0.358
H -0.731 0.877 -1.506 0.246
H 0.701 3.436 0.726 0.319
H -1.293 -1.636 -0.802 0.267
H 0.455 -1.581 -1.115 0.313
H 0.820 -3.064 0.301 0.263
H 0.262 -2.217 1.465 0.246
```

Results
Structure (SMILES): NCCNC(=O)O
LUMO (eV): 0.7
Kohn-Sham gap (eV): 10.50



# 3
Formula: C22H31NO5
Source: OMol25
Level of theory: ωB97M-V with the def2-TZVPD basis set

```
59
Properties=species:S:1:pos:R:3:mulliken_charge:R:1
C -6.851 -0.864 -0.786 -1.442
C -5.341 -0.852 -0.596 -0.028
H -5.092 -0.935 0.468 0.297
H -4.884 -1.692 -1.129 0.241
O -4.868 0.379 -1.114 -0.458
C -3.570 0.763 -0.972 0.302
C -3.332 2.097 -1.291 -0.778
C -2.073 2.656 -1.207 -0.689
C -0.997 1.878 -0.808 -0.447
C -1.218 0.541 -0.506 0.853
C -2.482 -0.034 -0.568 0.871
O -2.707 -1.349 -0.268 -0.483
C -1.706 -2.076 0.423 0.187
C -2.320 -3.400 0.852 -1.544
H -1.577 -3.995 1.376 0.451
H -2.671 -3.949 -0.017 0.334
H -3.163 -3.221 1.514 0.331
H -1.369 -1.509 1.300 0.138
H -0.848 -2.260 -0.240 0.271
H -0.380 -0.071 -0.214 0.075
C 0.387 2.483 -0.734 -1.385
C 1.267 1.767 0.244 -0.291
N 1.056 1.989 1.533 -0.195
C -0.145 2.463 2.171 -0.395
C -0.512 1.462 3.287 -0.721
O -0.533 0.136 2.834 -0.504
H 0.377 -0.137 2.620 0.336
H 0.196 1.572 4.121 0.334
H -1.518 1.681 3.650 0.411
H 0.022 3.451 2.613 0.333
H -0.957 2.524 1.445 0.234
C 2.254 0.837 -0.148 0.251
C 2.690 -0.157 0.802 1.211
O 2.320 -0.181 1.987 -0.949
H 1.668 1.445 2.150 0.472
C 3.575 -1.286 0.330 -1.238
C 4.489 -0.922 -0.836 1.959
C 3.594 -0.365 -1.941 -1.293
C 2.797 0.846 -1.504 0.408
O 2.657 1.779 -2.278 -0.733
H 2.876 -1.131 -2.252 0.383
H 4.177 -0.081 -2.819 0.404
C 5.220 -2.171 -1.333 -2.082
H 5.865 -1.923 -2.173 0.433
H 5.837 -2.590 -0.541 0.425
H 4.514 -2.932 -1.657 0.420
C 5.514 0.128 -0.403 -1.801
H 6.151 0.402 -1.241 0.430
H 6.144 -0.262 0.394 0.451
H 5.021 1.028 -0.043 0.353
H 2.910 -2.104 0.032 0.280
H 4.148 -1.637 1.191 0.489
H 0.847 2.452 -1.722 0.764
H 0.305 3.532 -0.439 0.419
H -1.930 3.697 -1.452 0.399
H -4.178 2.689 -1.602 0.429
H -7.301 -0.031 -0.253 0.336
H -7.092 -0.768 -1.842 0.326
H -7.263 -1.795 -0.409 0.414
```

Results
Structure (SMILES): CCOc1ccc(CC(NCCO)=C2C(=O)CC(C)(C)CC2=O)cc1OCC
LUMO (eV): 0.5
Kohn-Sham gap (eV): 8.36



# 4
Formula: C34H52N18O2
Source: OMol25
Level of theory: ωB97M-V with the def2-TZVPD basis set

```
106
Properties=species:S:1:pos:R:3:mulliken_charge:R:1
C -2.415 -5.112 -2.087 -1.059
C -1.908 -4.936 -0.868 -0.780
N -0.851 -5.700 -0.368 -0.418
N 0.073 -5.098 0.490 -0.058
C 0.814 -4.006 0.138 0.557
N 1.542 -3.355 0.976 -0.785
H 1.531 -3.770 1.902 0.132
N 0.836 -3.674 -1.185 -0.392
H 1.263 -2.787 -1.414 0.418
H 0.040 -3.931 -1.746 0.338
H -0.060 -5.279 1.499 0.319
H -0.413 -6.298 -1.064 0.298
C -2.487 -3.968 0.097 0.382
C -2.270 -2.609 -0.042 0.162
C -2.802 -1.704 0.880 -0.113
C -3.579 -2.190 1.928 -0.084
C -3.795 -3.555 2.070 -0.180
C -3.242 -4.447 1.164 -0.429
H -3.408 -5.510 1.258 0.463
C -4.567 -4.009 3.254 -0.144
C -5.887 -3.896 3.343 -1.258
H -6.459 -3.467 2.542 0.332
H -6.425 -4.199 4.225 0.318
N -3.771 -4.419 4.338 -0.232
H -4.312 -4.703 5.149 0.312
N -2.700 -5.289 4.109 -0.217
C -1.486 -4.809 3.650 0.458
N -0.582 -5.560 3.144 -0.847
H -0.832 -6.543 3.120 0.154
N -1.249 -3.492 3.860 -0.394
H -0.443 -3.102 3.407 0.283
H -2.040 -2.893 4.024 0.308
H -2.935 -6.218 3.765 0.286
H -4.005 -1.505 2.641 0.801
N -2.491 -0.358 0.726 0.100
C -2.785 0.664 1.575 0.171
O -3.454 0.566 2.585 -0.706
C -2.177 1.983 1.134 -0.245
C -2.981 2.593 -0.017 -0.817
C -2.434 3.953 -0.454 0.359
C -2.635 5.043 0.598 -0.530
C -2.295 6.444 0.088 -1.269
C -0.846 6.635 -0.362 -0.319
C 0.168 6.467 0.767 -0.273
C 1.610 6.685 0.278 -1.030
C 2.051 5.521 -0.581 0.282
O 1.679 5.373 -1.732 -0.676
N 2.863 4.634 0.049 -0.051
C 3.342 3.443 -0.539 0.247
C 3.328 2.260 0.188 -0.565
C 3.720 1.075 -0.419 0.622
C 4.113 1.081 -1.752 -0.991
C 4.121 2.259 -2.483 0.513
C 3.762 3.450 -1.862 -0.055
H 3.788 4.376 -2.412 0.778
C 4.346 2.206 -3.941 0.134
C 5.399 1.599 -4.490 -1.465
H 6.182 1.194 -3.879 0.349
H 5.525 1.539 -5.557 0.321
N 3.362 2.829 -4.710 -0.335
N 2.094 3.088 -4.188 -0.303
C 1.441 2.163 -3.378 0.525
N 1.560 0.891 -3.446 -0.626
H 2.186 0.580 -4.182 0.178
N 0.550 2.735 -2.528 -0.136
H 0.733 3.688 -2.247 -0.225
H 0.123 2.124 -1.849 0.259
H 1.977 4.050 -3.884 0.386
H 3.353 2.551 -5.685 0.276
H 4.376 0.150 -2.230 0.584
C 3.617 -0.221 0.280 -0.127
C 4.192 -0.462 1.458 -1.509
H 4.809 0.275 1.938 0.346
H 4.105 -1.422 1.935 0.342
N 2.953 -1.203 -0.459 -0.209
N 1.758 -0.841 -1.119 0.104
C 0.649 -0.442 -0.404 -0.761
N -0.383 0.083 -0.960 -0.453
H -0.270 0.211 -1.960 0.266
N 0.688 -0.666 0.943 -0.058
H 1.181 -1.526 1.199 0.306
H -0.201 -0.549 1.404 0.457
H 1.866 -0.344 -2.013 0.150
H 2.810 -2.072 0.066 0.578
H 2.976 2.247 1.209 0.372
H 2.981 4.718 1.048 0.334
H 2.282 6.804 1.130 0.329
H 1.646 7.592 -0.328 0.375
H -0.047 7.192 1.555 0.384
H 0.087 5.468 1.200 0.226
H -0.746 7.645 -0.768 0.474
H -0.615 5.940 -1.168 0.031
H -2.516 7.166 0.879 0.382
H -2.947 6.676 -0.758 0.397
H -2.036 4.824 1.483 0.308
H -3.682 5.041 0.909 0.360
H -1.374 3.847 -0.684 -0.581
H -2.944 4.255 -1.371 0.457
H -4.023 2.701 0.291 0.370
H -2.949 1.910 -0.868 0.359
H -1.147 1.825 0.811 0.021
H -2.194 2.650 1.996 0.520
H -1.824 -0.141 -0.048 -0.346
H -1.680 -2.231 -0.864 0.732
H -3.294 -4.582 -2.401 0.349
H -1.997 -5.825 -2.778 0.318
```

Results
LUMO (eV): 0.6
Kohn-Sham gap (eV): 8.65



# 5
Formula: C11H21N5O3
Source: OMol25
Level of theory: ωB97M-V with the def2-TZVPD basis set

```
40
Properties=species:S:1:pos:R:3:mulliken_charge:R:1
C 0.322 -1.815 -0.361 -0.047
C 0.663 -0.299 -0.434 0.359
C -1.064 -2.064 -0.751 -1.259
C -2.011 -1.276 0.292 -0.513
C -3.239 -0.709 -0.414 -1.010
C -4.349 1.431 0.130 0.468
C 2.470 1.048 0.623 0.129
C 2.655 2.503 -0.055 0.430
C 3.837 0.433 1.043 -0.868
C 4.349 -0.380 -0.289 -0.705
C 3.043 -0.942 -0.761 -0.830
H 0.677 -1.548 1.585 0.170
H 0.389 -3.199 1.266 0.242
H 0.917 -2.337 -1.148 0.361
H -1.324 -3.076 -0.750 0.557
H -1.191 -1.596 -1.736 0.442
H -2.191 -1.983 1.149 0.353
H -1.398 -0.514 0.704 0.398
H -3.393 -1.276 -1.373 0.338
H -4.124 -1.039 0.053 0.404
H -2.477 1.212 -0.543 0.290
H -5.866 1.446 1.200 0.201
H -4.930 3.336 0.315 0.294
H -3.348 3.142 0.091 0.233
H 1.860 1.258 1.496 0.232
H 3.769 -0.202 1.961 0.340
H 4.580 1.177 1.271 0.426
H 5.139 -1.157 -0.048 0.320
H 4.577 0.388 -1.002 0.375
H 3.007 -1.194 -1.783 0.403
H 2.641 -1.829 -0.309 0.494
H 0.994 2.366 -0.937 0.375
N 0.706 -2.303 0.997 -0.493
N -3.353 0.718 -0.531 -0.202
N -5.168 0.796 0.895 -0.691
N -4.273 2.767 -0.227 -0.548
N 2.022 0.057 -0.439 0.187
O -0.225 0.560 -0.595 -0.632
O 3.551 3.141 0.387 -0.523
O 1.754 2.960 -0.970 -0.501
```

Results
Structure (SMILES): [H]/N=C(\N)NCCC[C@H](N)C(=O)N1CCC[C@H]1C(=O)O
LUMO (eV): 0.4
Kohn-Sham gap (eV): 9.01



# 6
Formula: C15H40O5
Source: OMol25
Level of theory: ωB97M-V with the def2-TZVPD basis set

```
60
Properties=species:S:1:pos:R:3:mulliken_charge:R:1
C 2.920 3.298 -0.206 -1.274
C 1.568 2.521 -0.150 0.632
C 0.989 2.240 -1.512 -1.376
O 1.860 1.276 0.372 -0.512
H 3.627 2.581 -0.624 0.345
H 3.198 3.762 0.740 0.300
H 2.822 4.152 -0.877 0.349
H 0.832 3.189 0.298 0.181
H 0.974 3.144 -2.121 0.363
H -0.084 2.062 -1.429 0.377
H 1.476 1.483 -2.126 0.317
H 1.035 0.847 0.610 0.296
C 3.967 -4.124 1.271 -1.225
C 4.411 -4.388 -0.120 0.398
C 5.934 -4.522 -0.297 -1.258
O 3.770 -5.470 -0.684 -0.532
H 2.878 -4.084 1.301 0.301
H 4.356 -3.227 1.752 0.355
H 4.191 -5.026 1.842 0.338
H 4.221 -3.551 -0.791 0.267
H 6.335 -5.301 0.351 0.316
H 6.538 -3.636 -0.097 0.364
H 6.201 -4.827 -1.309 0.323
H 3.964 -6.191 -0.081 0.353
C -5.670 1.781 -7.884 -1.439
C -5.267 0.492 -7.256 0.614
C -4.400 0.723 -5.970 -1.261
O -6.492 -0.069 -6.846 -0.587
H -6.602 1.695 -8.442 0.333
H -4.889 2.320 -8.419 0.362
H -5.896 2.513 -7.109 0.359
H -4.830 -0.203 -7.974 0.321
H -5.048 0.625 -5.099 0.342
H -3.885 1.683 -5.926 0.317
H -3.683 -0.075 -5.778 0.344
H -6.462 -1.021 -6.726 0.294
C -2.507 -3.869 1.851 -1.350
C -2.278 -2.666 0.933 0.470
C -3.522 -2.303 0.123 -1.255
O -1.979 -1.515 1.727 -0.553
H -2.755 -4.731 1.232 0.359
H -3.355 -3.746 2.524 0.377
H -1.651 -4.307 2.364 0.354
H -1.471 -2.766 0.206 0.291
H -4.426 -2.618 0.645 0.287
H -3.478 -2.819 -0.836 0.351
H -3.668 -1.226 0.034 0.358
H -2.505 -1.577 2.527 0.312
C 1.768 5.008 5.386 -1.105
C 1.224 3.632 5.811 0.312
C 2.064 2.972 6.923 -1.260
O -0.018 3.961 6.483 -0.568
H 1.449 5.874 5.966 0.324
H 1.268 5.127 4.425 0.287
H 2.849 5.059 5.255 0.316
H 1.161 2.969 4.948 0.332
H 2.314 3.645 7.742 0.347
H 3.019 2.658 6.502 0.355
H 1.522 2.089 7.262 0.325
H 0.118 4.477 7.280 0.335
```

Results
Structure (SMILES): CC(C)O.CC(C)O.CC(C)O.CC(C)O.CC(C)O
LUMO (eV): 0.5
Kohn-Sham gap (eV): 10.47



# 7
Formula: C17H31F3O2P2Ru
Source: OMol25
Level of theory: ωB97M-V with the def2-TZVPD basis set

```
56
Properties=species:S:1:pos:R:3:mulliken_charge:R:1
P 0.961 1.762 2.116 0.824
P 2.492 0.432 -1.115 0.624
C 2.720 1.722 1.409 -0.198
C 3.128 1.777 -0.064 0.502
H 3.367 1.094 2.026 0.946
H 2.858 2.738 1.809 -0.664
H 3.019 2.791 -0.475 0.855
H 4.175 1.514 -0.117 -1.509
C 3.480 -1.051 -0.749 -1.060
H 3.306 -1.768 -1.563 0.381
H 3.042 -1.478 0.185 0.440
H 4.559 -0.918 -0.621 0.338
C 2.306 0.859 -2.847 -1.126
H 3.230 0.851 -3.453 0.404
H 1.844 1.858 -2.902 0.398
H 1.602 0.106 -3.240 0.338
C 0.883 1.199 3.839 -1.212
H -0.171 1.244 4.158 0.383
H 1.472 1.778 4.555 0.388
H 1.219 0.150 3.869 0.445
C 0.209 3.323 1.660 -1.248
H 0.252 3.458 0.574 0.437
H 0.661 4.205 2.128 0.425
H -0.846 3.311 1.957 0.499
Ru 1.398 -0.022 0.864 -0.172
C 5.920 2.620 0.161 -0.259
C 6.112 1.382 0.686 -0.050
C 6.886 1.273 1.958 -0.989
C 6.427 2.250 3.097 -0.938
C 4.960 2.640 3.134 -0.403
C 4.432 3.754 2.566 -0.244
C 5.294 4.656 1.749 -0.997
C 6.311 3.950 0.785 -1.121
C -0.647 0.398 0.834 -1.114
H 5.519 2.749 -0.855 0.636
H 5.908 0.456 0.122 0.450
H 7.948 1.458 1.739 0.332
H 6.860 0.262 2.347 0.414
H 6.662 1.779 4.071 0.500
H 7.050 3.147 3.000 0.300
H 4.346 1.995 3.765 0.612
H 3.413 4.117 2.808 0.832
H 5.849 5.314 2.434 0.335
H 4.690 5.340 1.159 0.410
H 6.515 4.646 -0.054 0.478
H 7.242 3.848 1.356 0.378
H -0.870 0.427 -0.248 0.371
H -1.200 1.211 1.339 0.462
H -1.028 -0.543 1.257 0.358
F -1.377 -4.341 -1.322 -0.201
C -1.274 -3.175 -0.612 0.702
F -2.526 -2.616 -0.575 -0.206
F -0.973 -3.487 0.696 -0.191
C -0.183 -2.168 -1.329 0.269
O -0.211 -2.153 -2.559 -0.222
O 0.589 -1.551 -0.500 -0.340
```

Results
Multiplicity: 5
LUMO (alpha / beta) (eV): -6.2 / -11.4
Total charge: +2
⟨S²⟩: 6.028
Kohn-Sham gap (alpha / beta) (eV): 7.68 / 2.72



# 8
Formula: CH7O8P2
Source: OMol25
Level of theory: ωB97M-V with the def2-TZVPD basis set

```
18
Properties=species:S:1:pos:R:3:mulliken_charge:R:1
O 0.569 0.054 1.742 -0.766
O -1.013 -0.462 -1.960 -0.648
O 2.602 1.008 0.733 -0.750
O 1.732 -1.133 -0.058 -0.281
O -2.098 1.706 -0.908 -0.536
O -0.540 1.884 -2.811 -0.518
O 0.428 1.332 -0.537 -0.190
C 2.553 -1.155 -1.259 -0.611
P 1.324 0.335 0.487 0.870
P -0.806 0.958 -1.509 0.994
H -1.983 1.957 0.048 0.363
H -0.790 1.352 -3.614 0.332
H 2.352 -0.239 -1.839 0.245
H 2.410 -2.028 -1.918 0.233
H 3.604 -1.136 -0.924 0.260
O -3.828 -1.410 4.668 -0.668
H -3.015 -1.234 4.143 0.351
H -3.500 -1.789 5.514 0.317
```

Results
LUMO (eV): 3.1
Total charge: -1
Kohn-Sham gap (eV): 8.08



Computed E, in the same sequence as the records: -30562.4640; -10316.2986; -35044.7187; -67019.2219; -25339.4674; -26438.7700; -51514.1247; -36115.9622 eV.